The following is a DFT calculation (the ωB97M-V functional and the def2-TZVPD basis) of a 7-piece molecular cluster, C17H48N12O10 overall at a distorted geometry.

- E_HOMO: -0.3389 Ha
- SMILES string: CCCC[C@H](OCCC)OCCOCO.NC(N)=O.NC(N)=O.NC(N)=O.NC(N)=O.NC(N)=O.NC(N)=O
- E_tot: -2086.02440 hartree
- Orbital gap: 9.3 eV

Each atom is followed by the atoms it is bonded to, with distances in Å.
Cartesian coordinates (Å):
1 C 2.53658 -4.18307 -1.66446  C2 1.648, H16 1.180, H17 1.192, H18 1.179
2 C 1.27025 -3.21281 -2.07770  C1 1.648, C3 1.639, H19 1.172, H20 1.174
3 C 0.40315 -3.73185 -3.36861  C2 1.639, C4 1.668, H21 1.192, H22 1.174
4 C -1.16420 -3.16274 -3.31025  C3 1.668, C5 1.637, H23 1.180, H24 1.191
5 C -1.27619 -1.53375 -3.41987  C4 1.637, O6 1.502, O10 1.460, H25 1.195
6 O -0.98554 -0.82836 -2.12663  C5 1.502, C7 1.501
7 C -0.78758 0.63376 -2.40099  O6 1.501, C8 1.670, H26 1.191, H27 1.175
8 C 0.67512 1.15943 -1.79032  C7 1.670, C9 1.640, H28 1.192, H29 1.188
9 C 0.95201 0.65194 -0.25555  C8 1.640, H30 1.184, H31 1.174, H32 1.194
10 O -2.49283 -1.00457 -4.02834  C5 1.460, C11 1.463
11 C -3.69581 -1.79189 -3.75991  O10 1.463, C12 1.644, H33 1.196, H34 1.194
12 C -4.11257 -1.93811 -2.17636  C11 1.644, O13 1.498, H35 1.193, H36 1.168
13 O -4.15522 -3.40994 -1.90327  C12 1.498, C14 1.471
14 C -4.20592 -3.67593 -0.45779  O13 1.471, O15 1.488, H37 1.192, H38 1.170
15 O -2.86617 -3.58454 0.18285  C14 1.488, H39 1.009
16 H 3.27955 -3.51138 -1.04044  C1 1.180
17 H 2.14060 -5.03916 -0.93537  C1 1.192
18 H 3.07466 -4.64414 -2.60641  C1 1.179
19 H 1.67994 -2.14372 -2.32695  C2 1.172
20 H 0.55414 -3.12465 -1.15150  C2 1.174
21 H 0.33245 -4.92125 -3.40654  C3 1.192
22 H 0.88455 -3.35496 -4.37075  C3 1.174
23 H -1.75022 -3.75782 -4.14339  C4 1.180
24 H -1.55138 -3.46398 -2.22462  C4 1.191
25 H -0.37596 -1.19701 -4.13023  C5 1.195
26 H -1.70440 1.20718 -1.90087  C7 1.191
27 H -0.75698 0.88227 -3.54860  C7 1.175
28 H 0.65555 2.34627 -1.89776  C8 1.192
29 H 1.49558 0.74565 -2.54391  C8 1.188
30 H 0.61035 1.52038 0.47318  C9 1.184
31 H 0.41998 -0.35761 0.02137  C9 1.174
32 H 2.13354 0.50905 -0.16270  C9 1.194
33 H -4.59622 -1.18297 -4.25889  C11 1.196
34 H -3.72907 -2.84553 -4.32112  C11 1.194
35 H -5.22880 -1.56443 -1.98092  C12 1.193
36 H -3.44107 -1.34465 -1.42710  C12 1.168
37 H -4.55967 -4.80782 -0.33296  C14 1.192
38 H -5.01719 -3.01289 0.06379  C14 1.170
39 H -2.78879 -2.64022 0.53062  O15 1.009
40 N 2.04568 4.04740 2.23810  C41 1.345, H44 1.006, H45 1.012
41 C 2.98950 3.30285 1.63425  N40 1.345, N42 1.345, O43 1.221
42 N 3.88186 4.00749 0.91536  C41 1.345, H46 1.012, H47 1.006
43 O 3.03258 2.08656 1.73081  C41 1.221
44 H 1.99376 5.04978 2.17041  N40 1.006
45 H 1.35434 3.55598 2.78938  N40 1.012
46 H 4.60921 3.48534 0.44461  N42 1.012
47 H 3.86269 5.00920 0.82403  N42 1.006
48 N -1.04980 -6.79799 2.80162  C49 1.345, H52 1.006, H53 1.012
49 C -2.17326 -7.48419 2.52456  N48 1.345, N50 1.345, O51 1.221
50 N -3.17170 -6.73970 2.01616  C49 1.345, H54 1.012, H55 1.006
51 O -2.27810 -8.68495 2.71882  C49 1.221
52 H -0.94442 -5.80928 2.64860  N48 1.006
53 H -0.27377 -7.32088 3.18593  N48 1.012
54 H -4.03513 -7.21746 1.79360  N50 1.012
55 H -3.10420 -5.74991 1.84915  N50 1.006
56 N -3.80548 1.85529 0.43189  C57 1.345, H60 1.006, H61 1.012
57 C -3.82294 3.14502 0.04967  N56 1.345, N58 1.345, O59 1.221
58 N -4.98201 3.78370 0.29108  C57 1.345, H62 1.012, H63 1.006
59 O -2.86477 3.69132 -0.47379  C57 1.221
60 H -4.58432 1.38796 0.86441  N56 1.006
61 H -2.95168 1.33801 0.26822  N56 1.012
62 H -5.03732 4.75633 0.01863  N58 1.012
63 H -5.78188 3.35076 0.72106  N58 1.006
64 N 0.35714 -5.72214 5.87901  C65 1.345, H68 1.006, H69 1.012
65 C 1.49228 -5.05731 5.59753  N64 1.345, N66 1.345, O67 1.221
66 N 1.85629 -4.15491 6.52640  C65 1.345, H70 1.012, H71 1.006
67 O 2.13939 -5.25672 4.58164  C65 1.221
68 H -0.18939 -5.57190 6.71015  N64 1.006
69 H 0.04769 -6.41071 5.20562  N64 1.012
70 H 2.70510 -3.63255 6.35328  N66 1.012
71 H 1.33649 -3.97667 7.36911  N66 1.006
72 N 0.28949 7.40934 0.88600  C73 1.345, H76 1.006, H77 1.012
73 C 1.34343 7.03744 0.13722  N72 1.345, N74 1.345, O75 1.221
74 N 1.20110 7.26641 -1.18071  C73 1.345, H78 1.012, H79 1.006
75 O 2.34739 6.53311 0.61498  C73 1.221
76 H -0.54577 7.82613 0.51091  N72 1.006
77 H 0.35571 7.25446 1.88348  N72 1.012
78 H 1.97158 7.00111 -1.78010  N74 1.012
79 H 0.38208 7.68063 -1.59271  N74 1.006
80 N 7.15138 7.42914 -0.44284  C81 1.345, H84 1.006, H85 1.012
81 C 5.99076 7.61956 0.21023  N80 1.345, N82 1.345, O83 1.221
82 N 4.90707 7.13672 -0.42389  C81 1.345, H86 1.012, H87 1.006
83 O 5.92630 8.18468 1.29052  C81 1.221
84 H 7.22458 6.96618 -1.33300  N80 1.006
85 H 7.99151 7.77754 0.00003  N80 1.012
86 H 4.01317 7.25916 0.03354  N82 1.012
87 H 4.94022 6.66856 -1.31374  N82 1.006